Record 1
C30H82MgN7O8 | wB97M-V/def2-TZVPD

Geometry as XYZ:
```
128
Properties=species:S:1:pos:R:3:lowdin_spin:R:1
C -7.9996 -4.3572 -7.4488 0.00
H -14.8268 -9.8092 -15.1287 0.00
H -8.7413 -11.9558 -9.9972 0.00
H -10.9955 -10.3063 -8.9929 0.00
N -5.2816 -5.0670 -10.7812 0.00
N -14.2935 -8.8428 -12.4823 0.00
C -12.4748 -5.5562 -14.7635 0.00
H -9.1277 -13.8278 -11.7358 0.00
H -12.0972 -10.2362 -15.5270 0.00
H -11.9449 -4.6984 -15.1775 0.00
H -9.8926 -5.2275 -11.7551 0.00
H -11.2373 -8.8072 -8.2435 0.00
O -8.6146 -3.0745 -7.7237 0.00
C -10.2786 -8.1549 -13.0613 0.01
H -8.3923 -2.5845 -5.6847 0.00
H -12.2020 -5.5174 -13.7089 0.00
H -8.2891 -14.8914 -10.7231 0.00
H -16.3125 -8.5155 -10.6657 0.00
H -7.8166 -1.4109 -7.1019 0.00
H -15.7957 -4.7848 -14.7897 0.00
H -16.6062 -9.9390 -18.9383 0.00
H -14.9713 -9.5854 -12.5785 0.00
H -15.3316 -8.4224 -16.0490 0.00
H -15.5564 -5.6382 -18.7915 0.00
H -6.8878 -9.9351 -7.8082 0.00
H -6.5363 -4.0569 -12.9251 0.00
H -10.9465 -8.9726 -13.3323 0.00
H -13.5724 -4.5865 -16.8616 0.00
H -15.5074 -9.0021 -9.3061 0.00
H -9.7975 -7.7826 -13.9658 0.00
H -7.2473 -11.4186 -7.0392 0.00
H -9.5047 -3.7791 -12.6951 0.00
C -4.3140 -8.0670 -10.8962 0.00
H -10.9059 -7.3753 -12.6291 0.00
O -13.8199 -5.3948 -14.9674 0.00
C -15.4935 -9.1765 -10.3820 0.00
O -5.7281 -7.1973 -12.6968 0.02
C -3.2837 -9.1574 -10.5212 0.00
H -9.7009 -6.3979 -7.2186 0.00
H -10.2457 -4.9807 -8.2007 0.00
H -4.2162 -2.8270 -12.0206 0.00
C -14.1506 -8.7301 -11.0387 0.00
C -8.5202 -2.1171 -6.6611 0.00
H -12.1120 -6.5284 -15.0969 0.00
C -9.2615 -8.6271 -12.0121 0.09
H -14.7626 -8.0580 -12.9114 0.00
C -6.7590 -11.5012 -9.2026 0.00
H -10.0882 -6.5850 -8.9943 0.00
O -12.9971 -9.5641 -9.0430 0.00
H -6.9192 -4.2902 -7.3204 0.00
H -5.8933 -12.0303 -8.8044 0.00
H -7.8601 -7.1621 -8.9945 0.00
H -8.7572 -9.5485 -12.3035 0.02
H -9.5201 -1.6943 -6.7586 0.00
H -6.7184 -6.3915 -8.1101 0.00
H -6.7774 -7.7808 -14.4667 0.00
O -8.2928 -7.6766 -11.5346 0.79
H -4.4856 -4.9885 -10.1644 0.00
N -16.2653 -4.5533 -15.6534 0.00
H -9.0280 -5.3522 -13.3662 0.00
H -14.9846 -9.2278 -19.0062 0.00
H -3.6359 -10.1523 -10.7935 0.00
N -5.4818 -7.9187 -10.0847 0.00
C -14.1182 -5.4039 -16.3904 0.00
H -13.0573 -10.6473 -10.8154 0.00
C -5.9926 -7.1012 -14.1346 0.00
N -6.4765 -10.4191 -10.1378 0.00
H -15.7418 -10.2269 -10.5337 0.00
H -9.8047 -8.8280 -11.0887 0.06
C -9.7154 -5.9330 -8.2043 0.00
Mg -6.8530 -6.4694 -10.8967 0.00
H -4.7283 -5.2632 -11.6030 0.00
H -11.5052 -8.7235 -16.0113 0.00
H -17.1565 -5.1219 -18.1101 0.00
O -13.4390 -9.1131 -16.6962 0.00
H -13.5263 -6.1668 -16.8959 0.00
C -14.7475 -9.3407 -16.1097 0.00
H -15.9243 -3.9563 -18.3244 0.00
C -11.7308 -9.7672 -8.3956 0.00
H -3.2566 -9.1525 -9.4315 0.00
C -15.6367 -5.4920 -16.6250 0.00
C -12.4184 -9.2030 -15.6590 0.00
H -3.8686 -7.0836 -11.0465 0.00
H -12.0350 -9.1958 -10.8326 0.00
H -11.9199 -10.3141 -7.4719 0.00
C -7.8282 -12.5162 -9.7964 0.00
H -5.0724 -7.8417 -9.1646 0.00
H -8.2551 -4.7188 -6.4528 0.00
H -15.9663 -3.6115 -15.8621 0.00
C -4.8557 -8.1986 -12.3331 0.00
H -5.1860 -9.2372 -12.3442 0.00
C -5.8974 -3.7234 -10.8902 0.00
C -6.9712 -3.8536 -11.9465 0.00
H -5.9007 -8.8362 -10.0324 0.00
N -7.3178 -6.3133 -8.9193 0.00
H -7.7099 -14.4413 -12.4695 0.00
C -8.3648 -5.3500 -8.5789 0.00
C -4.8065 -2.6430 -11.1229 0.00
H -5.2410 -1.6434 -11.1387 0.00
C -16.0735 -5.0056 -18.0700 0.00
H -12.6630 -8.6948 -14.7263 0.00
H -4.1474 -2.6580 -10.2549 0.00
H -6.1749 -10.8906 -10.9785 0.00
H -13.9132 -7.6977 -10.7820 0.00
H -5.0915 -7.1824 -14.7425 0.00
H -17.2307 -9.2752 -16.2061 0.00
H -16.8504 -10.4906 -15.4451 0.00
N -16.8965 -10.2056 -16.4130 0.00
H -3.9796 -7.9740 -12.9416 0.00
O -7.9604 -4.8954 -11.6380 0.00
H -16.0808 -6.4441 -16.3345 0.00
C -7.3378 -10.9094 -7.9987 0.00
C -15.8564 -9.3869 -18.3717 0.00
H -8.0175 -13.3047 -9.0680 0.00
H -7.3085 -10.0804 -10.5994 0.00
C -9.1733 -4.7871 -12.4456 0.00
H -16.2260 -8.3812 -18.1716 0.00
H -6.5152 -6.1546 -14.2724 0.00
C -12.9761 -9.6147 -10.4761 0.00
C -15.5822 -10.1472 -17.0553 0.00
H -6.3730 -3.6093 -9.9161 0.00
O -7.2376 -13.1856 -10.9485 0.00
H -7.4407 -2.8701 -11.9282 0.00
H -2.2643 -9.0588 -10.8942 0.00
H -8.4138 -10.7790 -8.1143 0.00
C -8.1126 -14.1476 -11.5001 0.00
H -8.5092 -4.6899 -9.4342 0.00
H -15.1264 -11.1273 -17.1960 0.00
```

Results
Spin multiplicity   2
M   693.33 g mol⁻¹
HOMO-LUMO gap (spin up / spin down)   7.6 / 3.1 eV
E_HOMO (spin up / spin down)   -12.2 / -12.2 eV
Total charge   +2


Record 2
C6H12 | wB97M-V/def2-TZVPD

Geometry as XYZ:
```
18
Properties=species:S:1:pos:R:3:mulliken_charge:R:1
H 0.4425 1.8947 0.3731 0.21
H -1.0256 2.5120 -0.3591 0.33
H -2.4012 0.8799 0.6002 0.36
H -0.0917 -2.0876 -0.3828 0.29
H -1.0100 0.2461 1.4626 0.16
H 2.2784 -1.2829 1.1901 0.34
H 2.1297 0.4587 1.2099 0.30
C -1.3570 -0.6027 -0.5538 -0.57
C -0.4558 1.5963 -0.1928 -0.93
H 1.8322 -0.0268 -1.1780 0.43
C -1.3716 0.5011 0.4341 -0.33
C 1.5748 -0.4609 0.9659 -1.06
H 0.7424 -0.5518 1.6820 0.28
H -0.2022 1.2397 -1.2097 0.31
C -0.0163 -1.1439 -0.9769 -0.34
H -2.2292 -1.2657 -0.5791 0.34
H 0.0163 -1.4370 -2.0275 0.30
C 1.1445 -0.4693 -0.4583 -0.40
```

Results
M   84.16 g mol⁻¹
HOMO-LUMO gap (spin up / spin down)   7.9 / 8.3 eV
E_HOMO (spin up / spin down)   -7.1 / -7.3 eV
Energy above the lowest of the compared OMol25 structures with the same formula, charge and spin   4.4056 eV


Record 3
C30H25N5O4OsS | wB97M-V/def2-TZVPD

Geometry as XYZ:
```
66
Properties=species:S:1:pos:R:3:lowdin_spin:R:1
H 2.0284 -4.0011 2.5292 0.00
H 3.0840 2.2960 1.4564 0.00
C 4.6950 -0.0046 -0.4521 0.00
H -2.8753 -4.6293 -0.5694 0.00
H -6.0315 -1.3746 0.4958 0.00
H -1.5347 3.6318 -5.1229 0.00
Os -0.2982 -0.3737 1.1641 2.28
C 0.7864 1.2271 3.9672 0.01
H -2.9055 4.0418 3.8369 0.00
C -1.7152 -3.1502 0.4727 0.01
H -0.0997 -0.3332 -2.5095 0.00
C 3.9071 1.8134 0.9513 0.00
C -4.4933 -0.0898 1.2580 0.00
O -1.0292 2.3585 -7.5049 0.00
N -2.2758 -0.9235 1.0543 0.02
S -1.2547 1.6635 -0.7488 0.68
H 1.6714 -2.3119 2.1641 0.01
H 2.5370 -3.3287 0.9858 0.00
H -0.6508 3.3956 4.6570 0.00
H -1.0487 -6.3106 -0.4728 0.00
C -1.1752 2.7833 3.9369 -0.01
C -1.9351 -4.3909 -0.0938 0.01
H 6.7773 0.0422 -0.9287 0.00
C -2.4381 3.1269 3.4990 0.03
C 0.2825 -5.0004 0.5675 0.01
N 1.9680 -0.6958 -0.6561 0.01
C -0.6159 1.6715 -5.1965 0.13
C -2.4879 1.1254 2.2124 0.02
H -4.1308 2.4852 2.3305 0.00
C 3.6773 0.6413 0.2390 0.00
H 1.0752 0.2419 3.6137 0.01
C 5.1832 2.3450 0.9749 0.00
H -1.8970 3.5758 -2.7028 0.00
C -0.4077 0.5250 -3.0882 0.08
O 0.7558 -1.1057 -0.5144 0.09
C -4.9703 -1.2499 0.6633 0.01
C 6.2133 1.7029 0.3009 0.00
C -4.0907 -2.2718 0.3474 0.00
H 0.7660 1.2091 5.0574 0.00
H 7.2125 2.1160 0.3293 0.00
N -0.5424 -2.8371 1.0513 0.12
C -0.5570 1.6327 3.4532 0.03
H -1.7828 2.8021 -7.1033 0.00
C 0.4476 -3.7217 1.1066 0.01
C -0.2784 1.6475 -6.6686 0.01
C 1.7432 -3.3111 1.7348 0.01
C -3.1219 2.2641 2.6476 0.00
C -1.0225 1.6187 -2.4402 0.11
H -5.1706 0.6810 1.5950 0.00
H -4.4543 -3.2077 -0.0489 0.00
C 5.9673 0.5364 -0.4107 0.00
H 1.5498 1.9463 3.6694 0.00
C -3.1314 0.0425 1.4487 0.02
C -1.2335 2.7542 -4.5643 -0.01
H 4.4942 -0.9058 -1.0146 0.00
C -0.1976 0.5667 -4.4434 -0.01
H 5.3770 3.2633 1.5112 0.00
N -1.1877 0.8591 2.5483 0.01
O 1.5309 0.4515 1.2307 0.13
H 0.3028 -0.2435 -4.9556 0.00
H 1.0953 -5.7111 0.6289 0.00
O 0.6409 0.9859 -7.0534 0.03
C -1.4371 2.7340 -3.2027 0.11
C -2.7350 -2.0917 0.5819 0.01
N 2.3543 0.0984 0.2354 0.00
C -0.9103 -5.3282 -0.0416 0.00
```

Results
Spin multiplicity   5
M   741.86 g mol⁻¹
HOMO-LUMO gap (spin up / spin down)   7.5 / 6.2 eV
E_HOMO (spin up / spin down)   -13.9 / -14.1 eV
Energy above the lowest of the compared OMol25 structures with the same formula, charge and spin   0.0296 eV
Total charge   +2


Record 4
F2FeH30O17P | wB97M-V/def2-TZVPD

Geometry as XYZ:
```
51
Properties=species:S:1:pos:R:3:lowdin_spin:R:1
O 2.6824 -0.3180 -3.8858 0.00
H 3.0505 -2.0368 -1.3208 0.00
H -2.3965 1.7692 -2.1519 0.00
H 2.0998 0.2629 -3.3955 0.00
O -3.1635 1.4090 -2.6146 0.00
H -2.8004 -0.1616 -2.4145 0.00
O -0.2142 -1.3608 1.2373 0.20
O 1.3302 1.3742 2.8438 0.04
O -1.6128 3.1672 -1.2158 0.00
H 0.6110 1.4998 0.3104 0.00
O -2.6282 -1.0664 -2.3065 0.03
H -3.4465 -1.5309 -2.1406 0.00
H 2.9227 -1.3122 2.3616 0.00
O 3.7700 -1.6684 -1.8112 0.00
H 4.2276 0.0182 1.4501 0.00
H 3.4143 -1.0506 -2.4603 0.00
F -1.0399 0.4430 -0.4953 0.08
H 1.4911 1.6974 1.9576 0.00
H 3.5984 -0.2399 0.1482 0.00
H -1.2915 1.2512 3.6041 0.00
H -4.6943 0.6684 0.7015 0.00
H 0.9326 -2.5113 -3.0846 0.00
H -1.1895 -2.5035 2.9516 0.00
H 0.1678 2.8490 0.7930 0.00
H -3.3757 -1.6026 1.5813 0.00
H -3.5116 2.1456 -3.1323 0.00
H -1.1138 -2.1104 4.4703 0.00
O 0.0395 -2.1732 -2.8560 0.06
H 2.2799 0.8028 -1.1278 0.00
H -0.0592 -1.3252 -3.2909 0.00
H -3.7912 -1.8163 0.0819 0.00
H -2.3762 0.1815 3.2187 0.00
O -0.6286 -2.1184 3.6213 0.05
H 2.1375 -0.7124 -4.6090 0.00
H -3.3211 0.4169 0.3757 0.00
O 3.1298 1.2586 -1.1426 0.00
H -0.8227 2.7208 -0.9250 0.00
H 1.8603 1.8861 3.4429 0.00
O 3.7744 -0.6675 0.9961 0.00
P -0.2922 -0.9361 -0.2776 0.27
H -1.2599 3.8171 -1.8039 0.00
H 2.2889 -2.4037 3.3540 0.00
O -3.8699 1.0911 0.6461 0.00
Fe 0.3946 -0.5191 2.7485 3.94
O 0.2104 -0.0364 1.0198 0.10
O -1.4389 0.3445 3.2444 0.05
F 1.0038 -0.2907 -0.8442 0.07
H 3.1104 2.0771 -1.6347 0.00
O 0.7445 2.4386 0.1448 0.00
O -3.0870 -1.6241 0.6750 0.01
O 2.1526 -1.4938 2.9615 0.07
```

Results
Spin multiplicity   6
M   427.04 g mol⁻¹
HOMO-LUMO gap (spin up / spin down)   8.9 / 5.5 eV
E_HOMO (spin up / spin down)   -15.6 / -15.6 eV
Energy above the lowest of the compared OMol25 structures with the same formula, charge and spin   1.5544 eV
Total charge   +2


- The highest M belongs to which entry?
  C30H25N5O4OsS


- What is the M in the fourth record?
  427.04 g mol⁻¹


- What is the M in the third record?
  741.86 g mol⁻¹


- The highest M belongs to which entry?
  C30H25N5O4OsS